ORCA calculation (ωB97M-V with the def2-TZVPD basis set) on 14 unconnected molecules or ions with the total composition C43H122N10O19 at a distorted geometry.

Its total energy is -100350.7744 eV. Its LUMO energy (spin up / spin down) is -0.0895 / -0.2990 Eh. As for the net charge: +1. As for the spin multiplicity: 2. For the highest occupied orbital energy (spin up / spin down), the calculation gives -10.0 / -10.0 eV. Its HOMO-LUMO gap (spin up / spin down) is 7.566 / 1.867 eV.

```
194
Properties=species:S:1:pos:R:3:forces:R:3
C 1.6201 -2.8793 2.7232 1.465 1.734 -0.199
C 1.4255 -4.3056 3.0837 -1.270 -2.198 -0.677
C 0.0528 -4.5206 3.6569 -0.232 0.125 1.196
O -0.9767 -3.8375 2.8940 2.071 0.645 4.799
C -1.3837 -4.4477 1.7905 0.087 -0.654 -2.803
N 1.6596 -5.2980 2.0529 -0.393 3.691 -1.035
H 1.0960 -2.2103 3.4058 -0.229 -0.442 0.359
H 1.2782 -2.5277 1.7498 0.160 -0.518 -0.268
H 2.6638 -2.6229 2.9053 0.092 0.239 -0.508
H 2.2573 -4.6799 3.6805 0.058 0.421 1.689
H 0.2031 -4.1448 4.6690 -1.109 0.826 -0.036
H -0.1087 -5.5743 3.8843 -0.632 -0.318 -0.747
H -1.4653 -5.5294 1.8965 -0.695 -0.124 -0.090
H -0.6444 -4.2581 1.0123 0.710 -0.295 -0.768
H -2.2169 -3.8880 1.3655 -0.608 -0.562 0.348
H 2.2575 -4.7959 1.4121 1.202 -0.688 -0.769
H 0.8645 -5.6002 1.5084 -0.630 -1.563 -0.423
C 5.2416 -3.7505 1.1413 1.364 -0.126 -1.369
C 5.5272 -3.4180 -0.4041 -1.231 0.247 1.768
C 5.7540 -4.5474 -1.3828 0.173 -1.021 -1.153
O 5.7792 -4.0463 -2.7536 -0.500 0.992 1.625
C 5.5866 -4.9439 -3.8108 0.287 0.276 -0.072
N 4.3134 -2.6118 -0.7766 1.919 -0.616 -1.058
H 6.1377 -4.1566 1.6106 -0.096 -0.093 0.159
H 4.4246 -4.4543 1.3007 -0.069 -0.331 -0.403
H 4.9518 -2.8430 1.6710 0.300 0.034 -0.255
H 6.4625 -2.8733 -0.5332 -0.318 0.945 0.558
H 4.9771 -5.2924 -1.2116 -0.200 -0.396 -0.420
H 6.7311 -5.0244 -1.3060 0.011 -0.185 0.765
H 4.5361 -5.2262 -3.8804 -0.068 -0.500 -0.007
H 6.2830 -5.7808 -3.7594 -0.243 -0.366 0.116
H 5.8382 -4.3960 -4.7189 -0.075 0.036 0.018
H 3.5183 -3.2346 -0.7830 -0.444 -0.275 0.639
H 4.4841 -2.6317 -1.7719 -0.342 1.076 -0.914
C 0.9344 -4.8602 -3.4048 -1.549 0.734 0.878
C 0.9146 -4.9826 -1.8235 1.288 -0.273 -2.272
C 0.4265 -6.4064 -1.5071 -0.341 1.656 0.759
O 0.5523 -6.5617 -0.0812 1.219 0.995 0.628
C 0.1803 -7.7781 0.4947 -1.612 -1.654 -1.703
N 2.2997 -4.7656 -1.3233 -0.858 -0.640 0.462
H 0.8049 -3.8151 -3.6861 0.664 0.124 0.008
H -0.0031 -5.2568 -3.7945 -0.063 -0.451 0.019
H 1.7397 -5.3186 -3.9788 0.230 -0.029 0.532
H 0.3262 -4.1605 -1.4162 -0.431 -0.439 0.048
H 1.0730 -7.0368 -2.1175 -0.142 -0.746 0.432
H -0.6326 -6.4803 -1.7540 0.012 -0.336 -0.306
H 0.4628 -8.0651 1.5076 0.830 0.908 -0.005
H 0.4880 -8.5556 -0.2045 0.228 -0.448 0.344
H -0.9083 -7.8347 0.4912 -0.330 -0.053 0.085
H 2.9812 -5.1475 -1.9635 0.053 0.098 -0.523
H 2.3474 -5.4264 -0.5609 0.413 -0.084 0.512
C -2.7707 9.0005 0.7969 -2.550 1.966 1.645
C -1.6406 8.0846 0.8295 1.802 -0.800 -1.493
C -1.5104 7.1633 2.0217 -0.677 0.532 -1.302
O -0.4064 6.2816 1.8109 -0.924 1.589 0.639
C -0.5152 5.2413 2.7488 0.878 -0.655 -1.255
N -1.6890 7.3146 -0.4286 0.196 -0.233 0.298
H -3.0612 9.6164 -0.0541 1.173 -0.258 -0.723
H -2.7008 9.7469 1.5882 0.137 0.067 0.286
H -3.7494 8.5520 0.9676 0.091 -0.765 0.312
H -0.6832 8.6036 0.7837 0.088 0.691 0.346
H -2.4510 6.6129 2.0408 -0.105 -0.438 0.407
H -1.4354 7.8203 2.8881 0.313 -0.387 0.492
H -0.5648 5.5801 3.7836 -0.062 -0.040 0.027
H 0.3899 4.6675 2.5497 -0.013 -0.237 0.653
H -1.3694 4.6508 2.4176 -0.312 -0.342 0.635
H -0.8020 6.8314 -0.4267 0.158 -0.489 -0.313
H -1.5779 8.0542 -1.1074 -0.120 -0.150 -0.659
C -4.3580 2.9121 -4.4565 0.370 0.087 -0.875
C -3.9828 1.4044 -4.4317 0.911 2.543 -0.255
C -2.5236 1.1368 -3.9117 -1.444 0.270 -0.786
O -1.5918 1.7416 -4.7348 -0.262 0.635 -0.906
C -0.2186 1.6455 -4.3990 -1.331 0.324 -0.194
N -4.9561 0.6427 -3.7757 -1.287 -1.248 0.354
H -4.9005 3.1129 -5.3804 -0.524 -0.160 0.112
H -3.4867 3.5426 -4.6337 0.320 -0.040 0.548
H -4.9689 3.2938 -3.6384 0.219 -0.267 0.230
H -4.1127 1.1200 -5.4758 0.879 -0.262 -0.136
H -2.5319 0.0483 -3.9675 0.863 -0.420 0.432
H -2.3986 1.5395 -2.9066 -0.223 -0.354 0.530
H -0.0112 0.5758 -4.4271 0.952 0.031 0.074
H -0.0157 2.1095 -3.4338 0.053 -0.326 0.277
H 0.2532 2.2765 -5.1523 0.465 -0.557 -0.007
H -4.9979 0.6693 -2.7669 0.274 0.100 0.029
H -4.8640 -0.3141 -4.0856 -0.287 -0.172 0.538
C -4.5986 -2.6966 3.0831 0.719 0.232 0.491
C -5.5646 -2.3275 1.9933 0.840 4.480 -0.331
C -4.9703 -1.2239 1.0836 0.280 0.745 1.009
O -4.6492 -0.0113 1.8727 -0.668 -1.297 -1.653
C -4.2622 1.0530 1.0005 -0.115 -0.203 0.213
N -5.9226 -3.3994 1.1800 -1.558 -2.317 0.787
H -4.9116 -2.2679 4.0352 0.522 0.227 -0.076
H -3.6151 -2.3628 2.7524 0.128 0.574 0.553
H -4.3788 -3.7472 3.2732 -0.849 -0.438 -0.283
H -6.5122 -1.8789 2.2913 0.236 0.331 1.274
H -5.6359 -0.9877 0.2533 -0.509 0.269 0.209
H -4.1091 -1.6330 0.5553 0.728 0.027 0.244
H -3.1927 0.9623 0.8109 0.215 0.435 0.005
H -4.5700 1.9999 1.4442 0.461 -0.012 0.315
H -4.7578 1.0618 0.0297 -0.240 -0.469 -0.099
H -6.1460 -3.9346 2.0069 0.217 -2.268 -0.309
H -6.9013 -3.2112 1.0158 -0.346 0.055 -1.605
C -0.1721 2.7041 -0.5049 -2.230 -1.186 -1.662
C 0.4298 1.4850 0.1909 -2.086 -0.768 -0.160
C 1.0219 0.2942 -0.6306 0.296 1.933 -0.414
O 0.0408 -0.5168 -1.1717 -1.791 -0.971 -0.110
C 0.6353 -1.5724 -1.8968 0.281 0.890 -0.056
N 1.3672 2.1206 1.0373 2.113 -0.666 0.880
H 0.5052 3.0879 -1.2678 -0.065 0.239 0.129
H -0.5867 3.4595 0.1626 0.981 0.162 0.550
H -1.1329 2.4621 -0.9593 0.031 -0.386 -0.957
H -0.3565 1.0399 0.8005 -0.218 -0.231 0.170
H 1.7232 -0.3008 -0.0455 0.169 0.098 0.455
H 1.5472 0.6753 -1.5064 0.710 0.442 0.064
H 1.3008 -1.1454 -2.6471 0.370 0.012 -0.144
H -0.0841 -2.1553 -2.4720 -0.347 0.015 0.555
H 1.2400 -2.1436 -1.1923 0.090 -0.569 -0.169
H 1.7893 2.6749 0.3061 1.018 0.870 0.958
H 0.8207 2.7591 1.5975 0.227 0.216 0.259
C -5.5060 -5.8300 -3.3141 0.470 0.288 -0.691
C -5.0181 -4.5861 -2.5477 -0.394 -1.612 2.530
C -4.9990 -3.3459 -3.3584 -0.937 1.480 -1.169
O -4.4590 -2.1328 -2.7910 0.903 -0.769 1.351
C -3.0512 -2.2422 -2.4090 -0.918 0.547 -0.877
N -5.8696 -4.4650 -1.3166 -0.049 0.590 -0.753
H -5.2753 -6.7962 -2.8655 0.291 0.251 0.483
H -5.0032 -5.8383 -4.2811 -0.105 -0.108 -0.227
H -6.5814 -5.8726 -3.4870 -0.032 0.532 0.047
H -3.9854 -4.7293 -2.2297 0.388 -0.549 -0.087
H -6.0276 -3.1210 -3.6405 -0.222 0.403 0.370
H -4.5473 -3.4656 -4.3432 0.625 -0.566 -0.004
H -2.4937 -2.2471 -3.3456 0.384 -0.884 -0.056
H -2.8524 -3.0510 -1.7058 0.011 -0.327 -0.339
H -2.6406 -1.3454 -1.9450 -0.866 0.400 0.254
H -6.0152 -5.2873 -0.7484 0.127 -0.901 -0.844
H -5.5443 -3.8761 -0.5634 0.498 0.713 -0.655
C -1.0334 6.4376 -4.9291 1.372 -1.334 0.980
C -0.7609 5.7585 -3.5156 -2.654 -0.294 -1.314
O 0.5661 5.6723 -3.1987 2.701 0.838 0.737
O -0.2368 5.6965 -5.9507 -1.929 1.058 1.142
H -0.8177 7.5026 -5.0155 0.900 0.071 0.562
H -2.1145 6.5249 -5.0376 -0.089 -1.278 -0.804
H -1.0597 4.7134 -3.4339 -0.959 -0.282 -1.279
H -1.4016 6.1660 -2.7336 0.237 0.946 0.073
H 0.6176 5.6049 -2.2425 0.236 0.144 0.142
H 0.6650 5.8733 -5.6729 0.217 -0.050 -0.047
C 3.6673 3.0368 -2.5618 -2.587 2.088 0.181
C 3.7772 2.9929 -1.0367 1.565 -1.439 -1.347
O 3.3330 4.1087 -0.3195 -0.701 0.484 -0.517
O 2.2930 2.9823 -3.0559 0.488 -1.775 0.159
H 4.3035 2.2974 -3.0482 -0.366 -0.041 0.059
H 3.8845 4.0518 -2.8945 1.360 0.083 0.036
H 4.8628 2.9550 -0.9459 0.276 -0.545 0.620
H 3.3312 2.0716 -0.6618 0.169 0.164 0.194
H 3.7417 4.8292 -0.8048 -0.135 0.645 0.222
H 1.8045 3.7931 -2.8961 0.299 0.409 -0.085
C 4.0089 -0.4923 1.9276 -0.720 -0.084 -0.789
C 5.2193 -0.0785 1.1290 1.398 0.826 0.871
O 5.0773 0.0061 -0.2397 -0.589 0.229 -0.665
O 4.3935 -0.7303 3.2701 -0.503 -0.041 -0.061
H 3.5704 -1.3746 1.4614 0.454 -0.560 0.188
H 3.1395 0.1603 1.8481 0.275 0.876 0.165
H 6.0118 -0.8018 1.3210 0.141 -0.330 0.512
H 5.6576 0.8667 1.4492 -0.334 0.215 0.448
H 4.9377 -0.9275 -0.4145 -0.631 -0.441 -1.273
H 4.3077 0.1390 3.6683 0.198 0.001 0.531
C -1.5946 -0.3822 3.7009 0.521 1.891 0.108
C -0.4907 0.7528 3.9238 -0.346 -0.631 -0.514
O -0.8279 2.1266 3.5779 -0.125 -1.190 -0.216
O -2.7000 -0.3044 4.5705 0.391 0.004 0.515
H -1.1455 -1.3686 3.8168 0.089 0.100 0.103
H -1.9769 -0.2806 2.6852 0.249 -0.082 -0.379
H 0.3415 0.5202 3.2594 0.019 -0.050 -0.293
H -0.0387 0.7619 4.9156 -0.482 -0.292 0.387
H -1.6913 2.3672 3.9217 -0.083 0.023 0.247
H -3.1693 0.5108 4.3789 -0.314 -0.066 -0.093
C 1.5164 3.2712 5.8797 -2.893 -0.758 1.102
C 2.6363 3.8048 6.6356 3.391 0.208 -0.396
O 2.7374 3.4421 7.9717 -1.336 0.240 2.015
O 1.6481 3.1708 4.5210 1.156 0.007 -1.817
H 0.7216 3.9827 6.1036 -0.755 -0.153 0.082
H 1.1782 2.2911 6.2159 0.165 -0.201 0.795
H 2.5553 4.8887 6.5543 0.550 0.032 0.356
H 3.6107 3.4791 6.2716 -0.052 0.426 -1.253
H 3.0728 2.5530 8.1083 -0.005 0.026 -0.424
H 0.8899 2.6608 4.2268 -0.200 0.284 -0.416
C 4.4837 5.1019 3.1418 2.256 3.518 -1.361
O 4.7673 5.0990 4.2742 1.808 -0.280 5.343
N 3.4843 4.5217 2.6487 -5.980 -4.974 -2.564
N 5.0660 5.9018 2.2254 1.762 1.635 -2.560
H 3.0197 3.8315 3.2212 -0.036 0.179 0.375
H 3.3766 4.2920 1.6711 0.271 0.440 -0.071
H 4.6705 5.9126 1.2961 0.070 0.051 0.305
H 5.6773 6.6878 2.3947 -0.111 -0.539 0.633
```
Positions in Å, forces in eV/Å.

Löwdin atomic charge list, values in e, 99 entries: atom 1 (C): 0.00, atom 2 (C): -0.34, atom 3 (C): -0.13, atom 4 (O): -0.13, atom 5 (C): -0.12, atom 6 (N): 0.34, atom 7 (H): 0.10, atom 8 (H): 0.11, atom 9 (H): 0.08, atom 10 (H): 0.19, atom 11 (H): 0.15, atom 12 (H): 0.14, atom 13 (H): 0.11, atom 14 (H): 0.09, atom 15 (H): 0.11, atom 16 (H): 0.10, atom 17 (H): 0.07, atom 18 (C): -0.01, atom 19 (C): -0.34, atom 20 (C): -0.18, atom 21 (O): -0.21, atom 22 (C): -0.10, atom 23 (N): 0.04, atom 24 (H): 0.08, atom 25 (H): 0.04, atom 26 (H): 0.04, atom 27 (H): 0.14, atom 28 (H): 0.10, atom 29 (H): 0.13, atom 30 (H): 0.07, atom 31 (H): 0.09, atom 32 (H): 0.10, atom 33 (H): 0.02, atom 34 (H): 0.08, atom 35 (C): -0.02, atom 36 (C): -0.37, atom 37 (C): -0.14, atom 38 (O): -0.28, atom 39 (C): -0.10, atom 40 (N): 0.06, atom 41 (H): 0.06, atom 42 (H): 0.08, atom 43 (H): 0.08, atom 44 (H): 0.10, atom 45 (H): 0.14, atom 46 (H): 0.14, atom 47 (H): 0.10, atom 48 (H): 0.10, atom 49 (H): 0.09, atom 50 (H): 0.06, atom 51 (H): 0.05, atom 52 (C): -0.09, atom 53 (C): -0.47, atom 54 (C): -0.20, atom 55 (O): -0.18, atom 56 (C): -0.12, atom 57 (N): 0.04, atom 58 (H): 0.09, atom 59 (H): 0.08, atom 60 (H): 0.09, atom 61 (H): 0.14, atom 62 (H): 0.13, atom 63 (H): 0.14, atom 64 (H): 0.10, atom 65 (H): 0.07, atom 66 (H): 0.08, atom 67 (H): 0.05, atom 68 (H): 0.07, atom 69 (C): -0.05, atom 70 (C): -0.43, atom 71 (C): -0.20, atom 72 (O): -0.19, atom 73 (C): -0.07, atom 74 (N): 0.04, atom 75 (H): 0.07, atom 76 (H): 0.06, atom 77 (H): 0.07, atom 78 (H): 0.14, atom 79 (H): 0.10, atom 80 (H): 0.12, atom 81 (H): 0.09, atom 82 (H): 0.05, atom 83 (H): 0.10, atom 84 (H): 0.07, atom 85 (H): 0.06, atom 86 (C): -0.03, atom 87 (C): -0.48, atom 88 (C): -0.15, atom 89 (O): -0.19, atom 90 (C): -0.10, atom 91 (N): 0.03, atom 92 (H): 0.09, atom 93 (H): 0.06, atom 94 (H): 0.08, atom 95 (H): 0.15, atom 96 (H): 0.12, atom 97 (H): 0.11, atom 98 (H): 0.07, atom 99 (H): 0.09